Here is a cluster of 2 separate species, C2H3OS in total from OMol25. Energies are from ωB97M-V/def2-TZVPD.

As for the charge: -1. The HOMO energy is -1.85 eV. The gap between HOMO and LUMO comes out at 5.6151 eV.

XYZ file:
```
7
Properties=species:S:1:pos:R:3:forces:R:3:mulliken_charge:R:1
C -2.6367 0.2086 0.3139 2.223 -0.020 0.708 0.11
C -0.1420 -0.0123 0.1018 -1.654 1.426 -1.145 -1.00
O -3.1034 0.5717 -0.6870 -0.243 0.308 -1.606 -0.28
S -2.9072 -0.1524 1.8547 -0.546 -0.441 1.386 -0.43
H 0.0407 0.9885 -0.3568 -0.175 -0.706 -0.014 0.18
H -0.3449 -0.7879 -0.6906 0.963 0.450 1.310 0.19
H 0.4687 -0.0325 1.0271 -0.568 -1.017 -0.639 0.22
```
Positions in Å, forces in eV/Å.